(1)
23
Properties=species:S:1:pos:R:3:forces:R:3 method="wB97M-V/def2-TZVPD" smiles="C[C@H](N)C(=O)N[C@@H](C)C(=O)O" spin_multiplicity=1 lumo_ev=0.57 e_above_lowest_kcal_mol=61.80 e_homo_ev=-8.850
C -0.959 0.526 -0.606 0.9883 2.8458 -3.9226
C 0.324 1.358 -0.496 3.0416 0.7259 -2.5125
C -1.129 0.366 -2.163 -0.4741 0.4283 -2.1618
C 1.420 -0.533 1.042 1.6737 1.4827 0.9847
C 1.120 -1.906 0.499 -1.6612 0.5162 -1.7978
C 0.685 -0.235 2.321 -0.3808 0.8641 -0.8913
H -2.045 2.279 -0.535 0.7028 0.7664 -0.5410
H -2.980 1.004 -0.266 0.7883 -0.4077 -0.0888
H -0.745 -0.395 -0.138 -1.0212 -0.4320 0.6712
H -1.089 1.381 -2.766 -0.0845 -1.5979 1.8600
H -2.196 -0.021 -2.408 1.9566 0.1104 0.4924
H -0.310 -0.192 -2.671 -0.7546 -0.2574 0.4126
H 2.230 1.145 0.140 -0.6207 -0.6081 -0.3730
H 2.508 -0.607 1.478 -1.7047 0.0070 -1.6746
H 0.841 0.726 2.779 1.0613 0.3069 0.0342
H 0.879 -1.028 2.945 0.5210 -1.6153 2.0310
H -0.342 -0.199 2.200 -2.3814 -0.2552 -0.6152
H 0.019 -3.069 -0.369 -0.5316 0.6535 -0.4909
N -2.016 1.340 -0.224 -3.0813 0.2243 3.0777
N 1.387 0.554 0.058 0.4005 2.4474 -0.4326
O 0.622 2.421 -1.168 -1.5033 -4.0494 3.5485
O 1.836 -2.829 0.672 0.5810 -1.0975 0.4697
O -0.058 -2.086 -0.321 2.4843 -1.0584 1.9200

---

(2)
27
Properties=species:S:1:pos:R:3:forces:R:3 method="wB97M-V/def2-TZVPD" smiles=Cc1ccc(O)cc1.CCC spin_multiplicity=1 lumo_ev=0.72 e_above_lowest_kcal_mol=67.31 e_homo_ev=-8.196
C 0.078 -1.812 -2.101 0.4396 1.7254 -1.9413
C 2.499 1.084 -1.583 0.0275 2.4912 1.1993
C 1.612 2.144 -1.147 -1.0985 -2.2223 -0.9816
C 1.953 -0.044 -2.023 -2.6159 -2.2507 0.2633
C 0.519 -0.331 -1.974 2.9450 -0.7535 0.1021
C 0.223 2.042 -1.206 2.1341 -1.9692 -0.8223
C -0.234 0.724 -1.642 -2.8077 3.7525 0.5384
O 2.255 3.186 -0.694 -0.6427 5.3107 0.4107
H 3.573 1.313 -1.414 -0.8128 -0.4937 -0.5420
H 2.457 -0.929 -2.296 1.3702 -0.5224 -0.3273
H -0.417 2.894 -0.929 0.1386 -0.7406 -0.2361
H 1.657 4.040 -0.815 1.8871 -2.6486 0.6293
H -0.819 -1.850 -1.498 -0.8103 -0.5975 -0.8400
H 0.745 -2.520 -1.658 0.8762 -0.0180 0.6490
H -1.321 0.850 -1.759 0.1167 -1.3736 0.2402
H 0.143 -2.105 -3.217 -1.1847 0.2952 1.6779
C -1.721 -0.548 1.917 0.7925 -5.7211 0.0445
C -2.265 -0.653 3.364 -0.7680 3.0792 -2.2692
C -0.266 -1.023 1.748 1.7791 -0.4803 0.5896
H -2.277 -1.326 1.279 0.2059 1.2417 0.8139
H -1.732 0.321 1.412 -0.9352 3.4229 -1.1841
H -1.829 0.178 3.970 -1.0164 -0.2068 -0.3642
H 0.078 -1.436 0.739 -0.8903 0.8294 1.1556
H 0.459 -0.209 2.022 -0.5415 -0.6062 -0.2993
H -0.056 -1.843 2.475 -0.1158 0.4071 -0.4688
H -3.379 -0.652 3.164 1.0993 0.2852 1.3104
H -1.937 -1.494 3.863 0.4280 -2.2362 0.6521

---

(3)
65
Properties=species:S:1:pos:R:3:forces:R:3 method="wB97M-V/def2-TZVPD" spin_multiplicity=1 lumo_ev=-0.19 e_above_lowest_kcal_mol=541.22 e_homo_ev=-8.313
C -9.190 -1.834 -1.005 0.3249 -0.5468 -2.1055
H -8.479 -2.366 -1.838 -1.8385 0.8410 2.4015
O -8.618 -0.435 -0.893 -8.4210 -4.4543 -1.9810
C -7.461 -0.385 -0.411 -3.1135 -3.1656 -1.5113
C -7.094 0.796 -0.339 4.3150 15.3482 3.4109
C -5.921 1.176 0.351 0.1109 0.8489 -0.1203
C -5.066 0.105 0.769 -1.0106 7.5924 -2.2512
C -5.391 -1.065 0.280 -3.4930 -0.5783 -0.1263
C -6.682 -1.357 -0.181 6.0682 -7.5765 1.9773
H -6.867 -2.461 -0.239 -0.3192 1.4308 -0.2605
H -4.738 -1.683 0.655 3.2309 -4.8543 0.7894
C -3.764 0.637 1.006 4.9485 -7.2530 3.9693
N -2.710 -0.539 1.317 -1.0773 8.0354 1.3223
N -1.704 0.490 1.851 -1.5836 -9.2104 -2.4487
N -2.013 1.665 1.635 2.6267 2.2604 2.9590
N -3.271 1.761 1.453 -2.9614 1.4712 -3.0796
C -0.445 -0.288 2.331 0.1257 10.0110 1.6686
H -0.684 -1.209 2.688 -0.6988 -2.3543 0.8336
H -0.045 0.594 3.059 -1.0905 -2.7606 -0.1212
C 0.640 -0.025 1.377 -3.5063 -4.4219 -2.1814
O 1.605 0.600 1.413 5.4166 5.1288 2.8294
N 0.492 -0.765 0.322 3.3463 -1.9752 -5.6691
C -0.565 -1.457 -0.244 8.9801 -1.6602 -8.7921
H -0.311 -2.495 -0.517 0.5455 0.0495 -0.0138
H -1.249 -1.558 0.287 -10.4006 -1.3591 9.1054
C -1.216 -0.755 -1.418 -4.0050 -7.8137 5.5101
O -1.487 0.373 -1.062 0.5781 14.9735 1.8875
H -0.624 1.209 -1.223 -2.4821 -3.8128 0.3723
H -0.831 -0.892 -2.245 4.4070 -1.3484 -8.4626
H -2.255 -1.262 -1.471 1.1574 -0.3512 -0.3391
C 1.751 -0.667 -0.805 -4.1021 -11.0891 2.6388
C 2.908 -1.605 -0.448 -1.0618 1.1716 2.1110
C 3.994 -1.739 -1.229 2.5158 -5.2111 4.0618
C 5.076 -2.618 -0.938 -1.4020 1.4942 0.9777
C 5.168 -3.080 0.366 -5.4977 4.9447 -1.1025
C 4.241 -2.640 1.335 -0.2279 -3.2126 -1.3987
C 3.096 -2.119 0.777 -3.0016 0.2353 8.6630
H 2.286 -1.972 1.945 1.7916 -0.1839 -4.3292
H 4.290 -3.224 2.300 -0.1815 1.4345 -0.7917
F 6.189 -3.581 0.793 6.3644 -3.8834 1.9135
H 5.974 -2.725 -1.467 0.7625 -0.0844 -1.4404
H 3.727 -1.294 -2.004 -0.1679 3.6562 -8.0022
H 1.299 -1.209 -1.691 0.0558 1.2673 0.6903
C 1.978 0.590 -0.982 1.7823 15.9957 -4.0053
O 1.024 1.485 -1.528 5.1082 -4.6752 3.1041
N 3.431 1.081 -0.810 -4.9168 -4.4970 0.0958
H 3.973 0.439 -0.225 -0.4073 0.3660 -0.2336
C 3.783 2.398 -0.802 -7.8340 5.5840 -1.5251
C 3.841 3.189 0.474 -1.9754 -4.4693 4.8501
H 2.911 2.772 1.287 2.8162 1.2598 -2.3573
H 3.757 4.232 0.501 -0.1422 1.4528 -0.8120
C 5.249 2.713 0.958 1.3018 -1.4952 5.1073
H 5.905 3.529 1.464 -1.7412 -1.2583 -0.2211
H 5.242 1.718 1.765 -0.4757 3.0834 -1.7984
C 6.109 2.261 -0.167 -1.7662 1.6569 -2.9477
H 6.972 2.975 -0.143 -0.1894 -1.5877 -0.8705
H 6.212 1.205 -0.384 0.8862 -0.0983 0.7403
C 4.970 2.698 -1.382 9.0727 -0.1307 -1.7059
H 5.223 2.154 -2.288 -0.0968 0.1128 -0.2630
H 5.344 3.716 -1.444 -1.2258 0.3916 -0.5331
H 2.941 2.990 -1.498 1.5753 -1.7144 1.6501
H -5.502 2.275 0.543 -1.5598 -2.4599 -0.6134
H -7.773 1.763 -0.491 1.0701 -2.7245 -0.3107
H -9.413 -2.449 -0.058 1.4423 1.2332 -0.9558
H -10.234 -1.837 -1.431 1.2481 0.9406 0.0410

---

(4)
52
Properties=species:S:1:pos:R:3:forces:R:3 method="wB97M-V/def2-TZVPD" total_charge=-2 spin_multiplicity=3 lumo_ev="3.53 / 3.52" e_homo_ev="0.071 / -0.743"
Ti 0.385 0.129 -0.937 0.3829 0.1866 -0.3599
C -1.293 1.757 1.122 -0.1314 -0.1833 0.2585
N -0.105 1.940 0.296 0.1367 0.1047 0.1830
C 1.095 2.343 1.031 0.2704 -0.0576 0.1554
C 2.260 1.386 0.856 0.0607 -0.3700 0.0640
C 3.511 1.745 1.314 0.1205 0.1075 0.1782
C 4.602 0.906 1.113 -0.2755 -0.1040 -0.1899
C 4.383 -0.254 0.372 0.1852 0.3770 0.3482
C 3.112 -0.558 -0.050 -0.0470 0.0145 0.0869
N 2.018 0.206 0.238 1.7892 0.8504 0.9641
C -0.374 2.753 -0.907 -0.3620 0.7726 -0.6516
C -1.388 2.058 -1.777 -0.4218 0.5880 -0.2802
C -2.521 2.669 -2.250 0.1606 0.0206 0.1432
C -3.431 1.953 -3.045 -0.3243 0.2224 -0.1493
C -3.120 0.605 -3.347 0.2860 -0.0366 0.2249
C -1.981 0.044 -2.844 -0.6942 -0.0880 -0.1699
N -1.111 0.733 -2.037 -1.1600 0.9328 -0.4888
C -1.579 0.296 1.364 0.1884 -0.1238 -0.5475
C -2.365 -0.098 2.427 -0.1457 0.0121 0.3126
C -2.787 -1.417 2.531 0.1920 0.0264 -0.5374
C -2.426 -2.276 1.498 -0.4139 0.1365 0.6295
C -1.612 -1.818 0.488 0.3187 0.0990 -0.4438
N -1.118 -0.560 0.415 -1.4836 -0.3661 1.6533
H -2.158 2.177 0.595 0.0989 -0.0889 -0.1001
H -1.224 2.293 2.077 0.1126 -0.0107 -0.0845
H 0.876 2.418 2.102 -0.1105 -0.0162 -0.0852
H 1.419 3.340 0.708 -0.0666 -0.0590 -0.0003
H 3.618 2.697 1.823 0.0644 -0.0065 0.0114
H 5.581 1.163 1.493 0.0336 0.0267 -0.0370
H 5.187 -0.929 0.119 -0.0045 -0.0334 -0.0072
H 2.962 -1.443 -0.651 -0.2139 0.0113 0.0736
H 0.568 2.860 -1.451 0.0354 -0.1372 0.1205
H -0.728 3.764 -0.650 -0.0441 -0.1275 0.0998
H -2.706 3.711 -2.005 0.0306 0.0054 0.0419
H -4.337 2.416 -3.413 0.0159 0.0248 -0.0029
H -3.776 0.006 -3.965 0.0414 -0.0282 -0.0506
H -1.718 -0.984 -3.057 0.0858 0.0595 0.0272
H -2.657 0.645 3.161 -0.0085 -0.0206 0.0054
H -3.409 -1.743 3.353 0.0114 -0.0298 0.0519
H -2.760 -3.304 1.471 0.0659 -0.0503 -0.0480
H -1.329 -2.498 -0.306 0.2069 0.0425 0.0202
Cl 2.517 -1.773 3.879 0.0827 0.0683 0.1863
C 0.980 -2.168 3.065 -0.0545 -0.0391 -0.2867
Cl 1.211 -2.479 1.354 0.0324 -0.5368 0.5765
H 0.323 -1.311 3.185 0.0099 -0.0440 -0.0031
H 0.566 -3.053 3.538 0.0516 0.0175 0.0145
F 1.520 0.997 -2.116 0.6567 1.0796 -0.4029
Se 3.485 -4.765 -2.430 0.0347 0.4900 0.1110
Sb 1.086 -4.295 -2.472 0.2262 -1.6682 -0.3130
Se 0.660 -1.846 -1.845 0.2692 -2.8561 -1.6648
Se -0.011 -5.677 -0.776 -0.2554 0.3734 0.2911
Se 0.102 -4.759 -4.657 -0.0403 0.4320 0.0718

---

Short version: largest force on an atom = 0.1087, 0.1123, 0.3225, 0.0645 hartree/bohr, in the order given.
Short version: E = -15537.81948, -12674.80600, -46220.27295, -344791.80241 eV, in the order given.